P) This record from OMol25 describes one molecule with the formula C8H20N2. The level of theory is ωB97M-V with the def2-TZVPD basis set.

## Properties
Charge   0
SMILES   CCCC(N)(N)C(C)(C)C
Kohn-Sham gap   9.194 eV

Geometry as XYZ:
```
30
C8H20N2 ωB97M-V with the def2-TZVPD basis set
C -3.47 0.36 -0.24
C -2.55 -0.54 0.55
C -0.94 0.10 0.64
C -0.03 -0.56 -0.34
N 0.13 -1.96 -0.19
N -0.36 -0.37 -1.69
C 1.51 0.37 0.09
C 1.40 1.86 0.46
C 2.45 0.29 -1.13
C 2.22 -0.34 1.26
H -3.19 0.39 -1.30
H -4.52 0.02 -0.19
H -3.44 1.39 0.14
H -2.57 -1.56 0.16
H -2.89 -0.59 1.59
H -0.66 -0.11 1.68
H -1.10 1.16 0.45
H 0.22 -2.24 0.79
H -0.63 -2.51 -0.57
H 0.21 -0.95 -2.30
H -1.32 -0.23 -1.96
H 0.83 2.42 -0.29
H 0.92 2.00 1.44
H 2.38 2.34 0.57
H 2.07 0.89 -1.97
H 3.44 0.72 -0.92
H 2.61 -0.74 -1.46
H 2.47 -1.38 1.01
H 3.18 0.12 1.51
H 1.61 -0.34 2.17
```

Atomic partial charges in e from the natural (NBO) method, atoms 1 to 6:
1 C -0.610
2 C -0.404
3 C -0.415
4 C 0.317
5 N -0.865
6 N -0.883


Q) This record from OMol25 describes one molecule with the formula C8H20N2. The level of theory is ωB97M-V with the def2-TZVPD basis set.

## Properties
Charge   0
SMILES   CC(C)[C@@H](N)[C@@H](C)[C@@H](C)N
Kohn-Sham gap   9.724 eV

Geometry as XYZ:
```
30
C8H20N2 ωB97M-V with the def2-TZVPD basis set
C -1.88 2.37 -0.86
C -1.36 0.94 -1.11
C -2.54 -0.02 -1.03
C -0.05 0.61 -0.16
N -0.10 1.38 1.08
C 0.19 -0.88 0.14
C 0.16 -1.83 -1.06
C 1.61 -1.13 0.94
C 2.76 -0.17 0.63
N 1.37 -1.11 2.39
H -2.66 2.64 -1.59
H -1.08 3.12 -0.96
H -2.33 2.46 0.13
H -1.00 0.93 -2.15
H -3.47 0.45 -1.38
H -2.39 -0.87 -1.70
H -2.71 -0.37 -0.01
H 0.80 0.98 -0.75
H 0.43 2.24 0.97
H 0.34 0.86 1.84
H -0.59 -1.23 0.83
H -0.87 -2.14 -1.28
H 0.68 -2.77 -0.86
H 0.59 -1.38 -1.96
H 1.96 -2.14 0.70
H 3.69 -0.52 1.08
H 2.58 0.83 1.05
H 2.92 -0.08 -0.44
H 0.71 -1.85 2.63
H 2.23 -1.35 2.88
```

Atomic partial charges in e from the natural (NBO) method, atoms 1 to 6:
1 C -0.605
2 C -0.212
3 C -0.620
4 C -0.026
5 N -0.866
6 C -0.226


Decreasing stability: Q), P)